No. 1
# C10H16ClCoLa

A molecular structure, C10H16ClCoLa (the ωB97M-V functional and the def2-TZVPD basis, OMol25).

```
29
Properties=species:S:1:pos:R:3:lowdin_spin:R:1
Co -1.2683 0.7264 0.3334 2.566
Cl -2.2745 2.3836 -0.6068 0.092
C -2.5066 -0.8470 0.5933 0.135
H -2.1596 -1.3834 1.5040 0.015
H -2.6864 -1.5401 -0.2606 0.017
H -3.4134 -0.2372 0.8078 0.013
La 0.6014 -0.9764 -2.9461 0.173
C 2.7521 0.0658 -3.3394 0.001
C -1.1567 -0.9143 -4.6530 0.008
C 0.8533 -2.4299 -1.2533 0.726
H -1.5976 -1.9244 -4.7122 0.002
H -1.9818 -0.1967 -4.5090 0.001
H -0.6928 -0.6974 -5.6305 -0.001
H 3.4883 -0.6977 -3.0202 0.000
H 2.8758 0.2315 -4.4256 0.001
H 2.9745 1.0086 -2.8119 0.000
H -0.1070 -2.7099 -0.7172 0.049
H 1.3894 -2.0641 -0.3135 0.046
C 0.7091 1.3860 4.3749 0.004
C 0.9206 0.0917 3.9190 0.004
C 0.5895 -0.2685 2.5816 0.019
C 0.0419 0.7414 1.7920 0.081
C -0.1218 2.0534 2.2235 0.031
C 0.1990 2.3728 3.5238 0.005
H 0.9529 1.6328 5.3833 0.000
H 1.3292 -0.6782 4.5763 0.001
H 0.7597 -1.2778 2.1871 0.002
H -0.4938 2.7895 1.5226 0.009
H 0.0233 3.3598 3.8765 0.000
```

Values from the calculation:
net charge	-1
spin multiplicity	5
E_LUMO (spin up / spin down)	2.0462 / 1.8301	eV
orbital gap (spin up / spin down)	0.2104 / 0.2524	hartree

=====

No. 2
# C22H28AsN4OReS6

A molecular structure, C22H28AsN4OReS6 (the ωB97M-V functional and the def2-TZVPD basis, OMol25).

```
63
Properties=species:S:1:pos:R:3:nbo_charge:R:1
Re -0.5577 0.0684 -0.2339 1.192
C 1.2112 -3.8307 -1.6019 -0.679
C 1.0164 -2.3488 -1.5041 0.386
N -0.1736 -1.9170 -1.1235 -0.332
N -1.1333 -2.8656 -1.1002 -0.345
C -2.2982 -2.5732 -0.6780 -0.069
S -2.6644 -0.9514 -0.0953 0.031
S -3.6194 -3.6678 -0.5935 0.376
C -3.1402 -4.9621 -1.8190 -0.528
C -3.4861 -4.4852 -3.1991 0.022
C -2.5284 -3.8517 -3.9874 -0.252
C -2.8533 -3.4047 -5.2587 -0.191
C -4.1422 -3.5707 -5.7449 -0.196
C -5.1066 -4.1828 -4.9564 -0.188
C -4.7808 -4.6351 -3.6884 -0.228
C 2.0796 -1.4535 -1.9108 -0.203
C 3.2875 -1.9428 -2.4379 -0.128
C 4.2274 -1.1040 -2.9915 -0.192
C 4.0031 0.2715 -3.0391 -0.132
C 2.8472 0.7946 -2.5070 -0.242
C 1.8979 -0.0492 -1.9336 0.386
O 0.8104 0.4848 -1.3806 -0.595
H 0.8545 -4.2105 -2.5613 0.268
H 0.6416 -4.3228 -0.8190 0.263
H 2.2567 -4.0983 -1.4956 0.241
H -3.7303 -5.8276 -1.5251 0.257
H -2.0821 -5.1704 -1.6897 0.247
H -1.5234 -3.7242 -3.6015 0.200
H -2.0995 -2.9350 -5.8773 0.219
H -4.3986 -3.2214 -6.7361 0.229
H -6.1141 -4.3090 -5.3294 0.231
H -5.5366 -5.1094 -3.0726 0.218
H 3.4881 -3.0026 -2.4460 0.234
H 5.1381 -1.5191 -3.3997 0.247
H 4.7323 0.9283 -3.4929 0.248
H 2.6530 1.8595 -2.5033 0.243
S 3.1290 1.1130 3.2379 -0.201
As 2.2312 0.7774 5.3513 0.801
S 1.5674 1.4733 2.0026 0.050
S 0.8754 -0.3891 1.5135 0.096
S 0.2315 0.7260 5.0692 -0.474
C -3.2752 3.4451 4.5560 -0.623
C -3.9217 2.8339 3.3143 -0.218
N -3.0362 2.7321 2.1367 -0.329
C -3.0080 3.8877 1.2298 -0.225
C -1.8586 4.8438 1.5403 -0.622
C -2.3081 1.6564 1.9116 0.588
C -2.3071 0.5649 2.9421 -0.700
N -1.5831 1.5429 0.7892 -0.812
H -3.9757 3.3667 5.3864 0.249
H -3.0498 4.4995 4.4077 0.223
H -2.3548 2.9388 4.8448 0.211
H -4.7655 3.4546 3.0212 0.231
H -4.3239 1.8492 3.5393 0.222
H -3.9551 4.4103 1.3353 0.240
H -2.9575 3.5466 0.1935 0.197
H -2.0012 5.3181 2.5088 0.230
H -1.8182 5.6301 0.7878 0.245
H -0.8979 4.3256 1.5475 0.208
H -3.2378 -0.0007 2.8976 0.267
H -2.2036 0.9839 3.9378 0.261
H -1.4920 -0.1237 2.7678 0.253
H -1.6982 2.3451 0.1754 0.397
```

Values from the calculation:
net charge	+2
E_LUMO (spin up / spin down)	-8.2910 / -7.9366	eV
orbital gap (spin up / spin down)	0.1755 / 0.1886	hartree

=====

No. 3
# C15H20N

2 unconnected molecules or ions with the total composition C15H20N (the ωB97M-V functional and the def2-TZVPD basis, OMol25).

```
36
Properties=species:S:1:pos:R:3:nbo_charge:R:1
C -0.2764 1.8602 -1.3418 -0.501
C 0.5791 3.0984 -0.8941 -0.475
C 0.5522 3.0187 0.5979 0.068
C -0.1820 1.9397 1.0433 -0.295
C -0.6671 1.1742 -0.0463 0.314
C -1.8223 0.3100 0.0290 -0.114
C -2.3307 -0.1139 1.2874 -0.125
C -3.5085 -0.8598 1.3701 -0.215
C -4.2181 -1.2058 0.2102 -0.108
C -3.7446 -0.7719 -1.0383 -0.204
C -2.5703 -0.0362 -1.1316 -0.147
H -1.2027 2.1935 -1.8283 0.266
H 0.2809 1.2426 -2.0683 0.269
H 1.5958 3.0030 -1.2992 0.262
H 0.1554 4.0302 -1.2987 0.266
H 0.9975 3.7863 1.2129 0.241
H -0.4006 1.7052 2.0819 0.250
H -1.8272 0.2033 2.1983 0.224
H -3.8790 -1.1737 2.3451 0.242
H -5.1251 -1.8129 0.2749 0.243
H -4.3041 -1.0160 -1.9491 0.242
H -2.2512 0.3521 -2.1072 0.226
C 3.6485 -1.5060 -0.0254 -0.413
C 2.7680 -2.5124 0.7642 -0.414
C 1.3285 -1.9779 0.6960 -0.217
N 1.4100 -0.6598 0.0912 -0.630
C 2.6974 -0.4029 -0.5301 -0.219
H 4.4009 -1.0713 0.6381 0.219
H 4.1382 -1.9993 -0.8701 0.223
H 2.8265 -3.5067 0.3163 0.223
H 3.1004 -2.5523 1.8033 0.219
H 0.6748 -2.6387 0.0990 0.180
H 0.8833 -1.8930 1.6973 0.187
H 0.6011 -0.3908 -0.4496 0.353
H 3.0565 0.5995 -0.2428 0.181
H 2.6149 -0.4155 -1.6354 0.176
```

Values from the calculation:
net charge	+1
E_LUMO	-5.6480	eV
orbital gap	0.2122	hartree

=====

No. 4
# C9H11O3

2 unconnected molecules or ions with the total composition C9H11O3 (the ωB97M-V functional and the def2-TZVPD basis, OMol25).

```
23
Properties=species:S:1:pos:R:3:nbo_charge:R:1
C -0.3257 4.3799 0.1600 -0.618
C 0.8170 0.2697 0.7341 0.300
C 1.2253 1.2519 1.6389 -0.274
C -0.0194 0.6072 -0.3143 -0.250
C 0.8619 2.5755 1.4549 -0.219
C -0.3663 1.9417 -0.4979 -0.197
C 0.0967 2.9381 0.3460 -0.065
O 1.1812 -1.0401 0.8854 -0.660
H 0.9225 -1.3656 1.7533 0.480
H 1.8727 0.9042 2.4326 0.203
H -0.3762 -0.2004 -0.9466 0.277
H 1.1285 3.3106 2.2112 0.195
H -1.0422 2.2159 -1.3044 0.198
H -0.6715 4.8072 1.1154 0.203
H -1.0981 4.5121 -0.5899 0.209
H 0.5411 5.0017 -0.0965 0.205
C -2.0654 -3.1080 -1.4135 -0.742
C -0.5678 -3.0864 -0.9918 0.766
O -0.2976 -3.7932 0.0110 -0.803
O 0.1870 -2.3796 -1.6890 -0.788
H -2.1832 -2.4704 -2.2900 0.190
H -2.7159 -2.7820 -0.5993 0.193
H -2.3351 -4.1284 -1.6794 0.196
```

Values from the calculation:
net charge	-1
E_LUMO	3.0615	eV
orbital gap	0.2556	hartree

=====

No. 5
# C19H45F9O14

12 unconnected molecules or ions with the total composition C19H45F9O14 (the ωB97M-V functional and the def2-TZVPD basis, OMol25).

```
87
Properties=species:S:1:pos:R:3:mulliken_charge:R:1
O -3.7267 1.3318 -5.2864 -0.478
C -3.4232 1.3871 -4.1498 0.137
C -4.1954 1.0315 -2.9271 -0.324
C -3.3393 0.9500 -1.9131 0.430
C -3.7369 0.6561 -0.4915 0.795
F -5.0862 0.7804 -0.4158 -0.339
F -3.4201 -0.5978 -0.1363 -0.250
C -3.2141 1.6351 0.6047 0.616
F -3.8146 1.2828 1.7552 -0.309
F -3.6347 2.8664 0.2577 -0.305
C -1.6786 1.7058 0.8739 0.910
F -1.1447 2.6541 0.0786 -0.249
F -1.0967 0.5326 0.6129 -0.252
C -1.3196 2.0855 2.3369 0.357
F -2.0137 3.1338 2.7515 -0.301
F -1.5063 1.0681 3.1580 -0.248
F -0.0115 2.4117 2.3666 -0.161
C -1.9704 1.1913 -2.4775 0.198
O -0.9172 0.8537 -2.0599 -0.444
O -2.1405 1.7493 -3.7271 -0.317
H -5.2699 0.9050 -2.9035 0.573
C 1.7926 -0.9344 -3.7431 -0.841
O 0.8532 -1.8253 -3.1292 -0.379
H 2.3936 -1.5048 -4.4469 0.366
H 1.2656 -0.1431 -4.2802 0.282
H 2.4404 -0.4815 -2.9968 0.376
H 0.3426 -1.2863 -2.5153 0.195
C -1.9785 5.2468 5.2661 -0.274
O -2.1262 6.3733 4.4090 -0.538
H -2.1889 5.5752 6.2787 0.089
H -2.6844 4.4529 5.0121 0.181
H -0.9593 4.8492 5.2305 0.245
H -1.9436 6.0968 3.5067 0.289
C 2.3140 3.5886 0.7795 -0.347
O 1.3720 4.6483 0.6994 -0.592
H 3.3004 4.0243 0.6364 0.375
H 2.2897 3.0976 1.7570 0.144
H 2.1414 2.8419 -0.0023 0.100
H 0.4940 4.2742 0.8183 0.283
C 5.1988 -3.6266 -2.8658 -0.596
O 4.2840 -2.5481 -2.9892 -0.402
H 6.1877 -3.2316 -3.0879 0.206
H 5.2088 -4.0403 -1.8537 0.276
H 4.9794 -4.4303 -3.5744 0.247
H 3.3984 -2.8744 -2.7952 0.257
C -0.2145 -4.2134 -4.6633 -0.536
O -1.2010 -4.9820 -5.3622 -0.600
H -0.4829 -4.1944 -3.6115 0.153
H 0.7746 -4.6665 -4.7766 0.322
H -0.1863 -3.1903 -5.0357 0.301
H -0.9676 -4.9893 -6.2960 0.313
C 4.3998 2.0202 -2.4226 -0.517
O 3.0824 1.8588 -2.9311 -0.382
H 4.8979 1.0547 -2.4783 0.223
H 4.9730 2.7449 -3.0060 0.296
H 4.3768 2.3342 -1.3749 0.191
H 2.6420 2.7134 -2.8974 0.248
C 1.7262 -7.7614 -5.0064 -0.545
O 0.3869 -7.8409 -5.4640 -0.501
H 2.1306 -8.7712 -5.0256 0.271
H 2.3450 -7.1309 -5.6527 0.234
H 1.7853 -7.3855 -3.9804 0.243
H 0.0102 -6.9544 -5.4531 0.319
C 3.0743 0.0102 3.1677 -0.572
O 1.7860 -0.4057 2.7231 -0.528
H 3.7118 -0.8697 3.1747 0.290
H 3.5132 0.7608 2.5055 0.214
H 3.0189 0.4222 4.1795 0.250
H 1.2132 0.3674 2.7121 0.282
C 1.7372 -0.6233 6.7354 -0.545
O 0.8117 -1.2873 5.8888 -0.494
H 1.5957 -1.0134 7.7407 0.251
H 2.7685 -0.8223 6.4299 0.249
H 1.5702 0.4582 6.7558 0.245
H 0.9383 -0.9828 4.9824 0.317
C -2.5817 4.4896 9.3848 -0.566
O -2.9450 3.8602 8.1629 -0.468
H -2.8196 5.5456 9.2784 0.216
H -3.1459 4.0898 10.2312 0.291
H -1.5125 4.3923 9.5908 0.263
H -2.7442 2.9225 8.2368 0.281
C -3.9368 -3.5405 -3.6617 -0.599
O -3.3974 -2.4897 -2.8549 -0.390
H -4.9921 -3.3219 -3.8073 0.246
H -3.4400 -3.5809 -4.6320 0.228
H -3.8416 -4.5093 -3.1670 0.279
H -2.4629 -2.6767 -2.7219 0.244
```

Values from the calculation:
E_LUMO	-1.6194	eV
orbital gap	0.3167	hartree
SMILES	O=C1C=C(C(F)(F)C(F)(F)C(F)(F)C(F)(F)F)C(=O)O1.CO.CO.CO.CO.CO.CO.CO.CO.CO.CO.CO